# 1
The following is a DFT calculation (wB97M-V/def2-TZVPD) of a molecular structure, C26H33N3O4PPdSSi.

XYZ file:
```
70
Properties=species:S:1:pos:R:3:forces:R:3
Pd 0.0660 -0.0596 0.2360 -0.30 0.11 0.15
C 0.6223 4.4004 -0.5266 -0.08 -0.01 -0.09
O 0.4960 4.1980 -1.9409 0.08 -0.09 0.02
C -0.1884 3.1973 -2.5171 -0.04 0.05 0.13
C -0.3696 3.3006 -3.8707 -0.09 -0.09 -0.20
C -1.0560 2.3066 -4.5886 0.10 0.17 -0.01
C -1.5616 1.1908 -3.9613 0.03 -0.03 0.14
C -1.3828 0.9965 -2.5886 0.12 0.12 -0.16
C -2.0095 -0.1354 -1.9899 -0.05 0.13 0.22
N -1.8112 -0.4555 -0.7458 0.14 -0.42 -0.45
N -2.5809 -1.3890 -0.1790 0.34 0.22 0.41
C -2.2697 -1.4696 1.1366 -0.28 -0.22 -0.10
O -1.3708 -0.7959 1.7166 0.01 0.08 -0.05
C -3.0633 -2.4346 1.9407 0.03 0.03 -0.06
C -2.8628 -2.4998 3.3177 0.01 -0.01 0.00
C -3.5859 -3.4010 4.0821 -0.01 0.01 -0.03
C -4.5070 -4.2439 3.4729 0.01 0.00 0.02
C -4.7089 -4.1827 2.1004 0.03 0.03 -0.01
C -3.9923 -3.2776 1.3335 -0.03 -0.02 0.02
C -0.6669 2.0155 -1.8033 -0.07 -0.11 0.08
O -0.4538 1.9209 -0.5666 0.07 0.13 -0.17
H 1.1175 5.3630 -0.4394 -0.01 0.01 0.01
H -0.3515 4.4368 -0.0448 -0.02 -0.02 0.01
H 1.2261 3.6225 -0.0673 0.02 -0.03 0.01
H 0.0168 4.1800 -4.3687 -0.01 -0.01 -0.01
H -1.1999 2.4345 -5.6534 0.01 0.01 0.01
H -2.1102 0.4487 -4.5264 0.00 0.00 0.00
H -2.7278 -0.7076 -2.5722 -0.09 0.04 0.05
H -2.1446 -1.8334 3.7756 0.00 0.00 0.00
H -3.4372 -3.4435 5.1531 0.00 0.00 -0.01
H -5.0724 -4.9473 4.0704 0.00 0.00 0.00
H -5.4308 -4.8364 1.6290 0.00 0.00 0.00
H -4.1480 -3.2105 0.2663 0.00 -0.01 0.00
C 5.3623 -0.4792 2.8763 0.09 0.12 -0.08
Si 4.1896 -1.6282 3.7470 -0.10 -0.01 -0.07
C 3.2909 -0.7871 5.1328 -0.09 0.08 0.10
C 5.1058 -3.1182 4.3648 0.05 -0.15 0.07
C 2.9008 -2.2751 2.4879 -0.07 -0.08 -0.10
C 2.7754 -3.6474 2.2288 0.01 0.08 0.00
C 1.8385 -4.1247 1.3322 -0.05 -0.04 -0.04
C 1.0107 -3.2200 0.6583 0.01 -0.04 0.04
N 1.1096 -1.9267 0.8662 0.12 -0.14 0.10
C 2.0146 -1.4585 1.7650 -0.06 0.10 0.00
S 1.9073 0.2557 1.9191 0.21 -0.05 0.06
H 6.0237 -0.0225 3.6173 0.02 -0.01 -0.04
H 4.8450 0.3311 2.3597 0.01 0.00 0.01
H 5.9885 -1.0117 2.1571 -0.02 0.01 0.00
H 4.0064 -0.4928 5.9044 -0.02 0.00 0.01
H 2.5584 -1.4540 5.5923 0.01 0.02 0.01
H 2.7714 0.1117 4.7974 0.01 -0.01 0.03
H 5.8829 -2.7997 5.0635 -0.01 -0.01 -0.01
H 5.5979 -3.6670 3.5586 0.01 0.00 0.03
H 4.4501 -3.8062 4.9038 0.03 0.00 -0.01
H 3.4167 -4.3522 2.7424 0.00 0.01 0.01
H 1.7356 -5.1853 1.1480 -0.01 0.01 -0.01
H 0.2579 -3.5450 -0.0499 0.01 -0.02 0.00
C 4.0944 -0.8093 -1.2365 0.08 -0.07 0.10
P 2.8333 0.0490 -2.1765 -0.09 0.11 0.02
C 2.8149 -0.6867 -3.8042 -0.02 -0.08 -0.11
C 3.4104 1.7293 -2.3739 0.04 0.13 0.00
O 1.4796 -0.0094 -1.5353 -0.13 -0.03 -0.01
H 5.0548 -0.7604 -1.7507 0.01 -0.02 0.02
H 3.8065 -1.8544 -1.1118 0.01 0.00 0.01
H 4.1954 -0.3470 -0.2524 0.00 -0.02 -0.02
H 3.8165 -0.7360 -4.2320 -0.01 0.01 0.00
H 2.1721 -0.0934 -4.4552 -0.01 -0.02 0.00
H 2.4018 -1.6927 -3.7266 0.02 -0.01 -0.03
H 4.4059 1.7594 -2.8181 -0.01 0.01 0.00
H 3.4377 2.2119 -1.3959 0.01 0.02 -0.01
H 2.7122 2.2728 -3.0125 0.00 0.02 0.02
```
Positions in Å, forces in eV/Å.

2S+1	5
calculated total energy	-71633.5439	eV
HOMO-LUMO gap (spin up / spin down)	7.712 / 4.261	eV
LUMO level (spin up / spin down)	-2.526 / -5.853	eV
E_HOMO (spin up / spin down)	-10.237 / -10.114	eV
net charge	+1

# 2
The following is a DFT calculation (wB97M-V/def2-TZVPD) of a single C4H5NO molecule at a distorted geometry.

XYZ file:
```
11
Properties=species:S:1:pos:R:3:forces:R:3
C -0.2063 -1.0259 1.1720 -1.01 -0.40 -0.12
C -0.3643 -0.0322 0.2488 0.10 -0.19 0.34
C 0.9105 0.6036 -0.0329 0.28 -0.34 0.49
O 0.8278 1.0324 -1.4011 0.51 -0.53 0.06
N -0.4834 0.8678 -1.8144 -0.23 -0.22 0.50
C -1.2074 0.3581 -0.8691 0.02 0.27 0.13
H -0.9010 -1.3146 1.9404 -0.73 -0.48 -0.41
H 0.6279 -1.7114 1.0057 0.36 0.79 0.82
H 1.5187 -0.1983 0.5399 1.09 0.76 -1.96
H 1.1583 1.4798 0.5749 -0.53 0.12 0.00
H -2.2309 0.0776 -1.0951 0.15 0.23 0.13
```
Positions in Å, forces in eV/Å.

2S+1	1
calculated total energy	-7761.8969	eV
HOMO-LUMO gap	8.614	eV
LUMO level	-0.096	eV
SMILES string	C=C1C=NOC1
E_HOMO	-8.711	eV
relative energy (zero: lowest compared OMol25 entry of this formula, charge and spin)	106.8	kcal per mole

# 3
The following is a DFT calculation (wB97M-V/def2-TZVPD) of a molecular structure, C24H29Cl2N4O4PtS at a distorted geometry.

XYZ file:
```
65
Properties=species:S:1:pos:R:3:forces:R:3
Pt 1.7899 -0.1671 -0.3996 0.20 -0.09 0.02
O 2.9671 -1.5016 -3.5901 0.00 -0.01 -0.01
S 1.9520 -1.7058 -2.5962 0.02 0.08 0.03
O 1.0432 -2.7960 -2.8531 -0.05 -0.03 -0.04
O 1.1543 -0.3969 -2.3392 0.06 0.08 -0.02
O 2.5689 -1.8476 -1.1830 -0.02 -0.05 -0.12
Cl 1.7395 0.8275 3.8794 -0.57 0.37 0.37
C 0.0466 0.3029 3.2332 0.10 -0.57 -0.26
Cl 2.8064 -0.5805 1.6051 0.21 -0.16 -0.07
H 0.4262 -0.3701 2.4422 -0.19 0.27 -0.26
H -0.1615 -0.4585 4.0023 -0.09 0.32 0.35
C 2.0371 5.7383 2.7098 0.03 0.03 0.01
C 2.0748 4.3520 2.1598 -0.19 0.21 0.30
C 3.1194 3.3868 2.5720 -0.18 -0.93 1.17
C 2.9722 0.8661 2.6000 0.49 0.45 -0.54
C 2.1757 0.0991 5.2831 -0.79 -0.73 0.21
C 2.8386 2.1179 1.7419 -0.28 -0.14 -0.32
C 1.4933 2.4269 1.0029 0.26 0.01 0.19
C 1.1532 3.8147 1.3636 0.02 -0.24 -0.17
N 0.9115 1.6071 0.2067 -0.18 -0.04 0.02
C -0.4413 1.8311 -0.4335 -0.13 0.00 0.03
C -1.1755 0.4893 -0.3713 -0.04 -0.06 -0.03
C -0.2218 2.2989 -1.8712 0.10 0.03 0.00
C -1.3816 2.8294 0.2532 0.04 0.00 0.12
H 1.5760 5.7198 3.7011 0.04 0.02 0.02
H 1.4583 6.4125 2.0795 -0.03 -0.02 0.01
H 3.0431 6.1441 2.8306 -0.01 0.00 -0.03
H 4.1258 3.7816 2.4173 0.01 -0.11 0.19
H 2.9799 3.0982 3.6721 0.42 0.73 -1.32
H 2.3292 -0.9662 5.2443 0.12 -0.07 -0.23
H 2.7668 0.7297 5.8841 0.66 0.59 0.49
H 3.5983 2.0108 0.9621 -0.02 -0.02 -0.03
H 0.3085 4.3774 1.0259 -0.12 -0.01 -0.15
H -0.6622 -0.3006 -0.9112 -0.08 0.02 -0.04
H -2.1707 0.6042 -0.8059 -0.01 0.01 0.00
H -1.2836 0.1773 0.6683 0.01 0.05 -0.02
H 0.4081 1.6167 -2.4345 0.00 -0.02 -0.01
H 0.2333 3.2932 -1.8726 0.01 0.00 -0.02
H -1.1886 2.3695 -2.3756 0.00 0.00 0.01
H -1.4450 2.6661 1.3301 0.09 0.00 0.03
H -2.3721 2.6579 -0.1697 0.00 -0.01 0.05
H -1.1380 3.8649 0.0354 -0.01 0.07 0.00
C -2.8943 -3.2329 1.7359 -0.02 0.02 0.06
C -1.7472 -2.4590 1.8050 -0.02 0.00 -0.12
N -0.8276 -2.4374 0.8413 0.01 -0.04 0.06
C -1.0417 -3.1667 -0.2485 0.03 -0.02 -0.02
C -2.1747 -3.9657 -0.4274 -0.02 0.05 0.01
C -3.0985 -4.0109 0.6090 0.02 0.01 -0.03
C -2.3678 -4.8127 -1.6179 0.00 -0.02 -0.01
C -2.2017 -4.5350 -2.9115 -0.02 -0.01 0.01
C -1.8879 -3.2545 -3.5689 0.02 0.01 0.02
C -1.3346 -3.2659 -4.8440 0.01 0.01 -0.01
C -1.0980 -2.0467 -5.4447 0.02 -0.02 0.00
N -1.3914 -0.8923 -4.8544 0.00 0.02 0.03
C -1.9068 -0.9937 -3.6332 0.02 0.01 0.00
N -2.1853 -2.1026 -2.9627 0.02 -0.03 0.03
H -3.6065 -3.2242 2.5508 0.00 -0.01 -0.01
H -1.5605 -1.8199 2.6617 0.03 -0.03 0.02
H -0.2749 -3.1293 -1.0168 -0.01 0.00 -0.02
H -3.9786 -4.6388 0.5222 0.00 0.00 0.00
H -2.6796 -5.8294 -1.3905 0.02 0.00 0.00
H -2.3310 -5.3596 -3.6056 0.00 0.00 0.00
H -1.0762 -4.1947 -5.3335 0.00 0.00 0.00
H -0.6558 -1.9883 -6.4336 0.00 0.00 0.00
H -2.1345 -0.0604 -3.1321 0.00 0.02 0.03
```
Positions in Å, forces in eV/Å.

2S+1	1
calculated total energy	-78628.6197	eV
HOMO-LUMO gap	7.034	eV
LUMO level	2.407	eV
E_HOMO	-4.627	eV
relative energy (zero: lowest compared OMol25 entry of this formula, charge and spin)	196.0	kcal per mole
net charge	-1

# 4
The following is a DFT calculation (wB97M-V/def2-TZVPD) of 2 unconnected molecules or ions with the total composition C5H14N4O at a distorted geometry.

XYZ file:
```
24
Properties=species:S:1:pos:R:3:forces:R:3
C 0.2620 1.6027 -1.1866 -0.22 -0.33 -0.01
C -0.2605 1.7558 1.2004 0.18 -0.46 -0.10
C -1.5786 -0.5531 -1.5061 0.56 -0.78 0.25
N -0.2993 0.9682 -0.0153 -1.21 -0.68 0.06
C -1.2677 -0.0757 -0.1011 -1.08 3.55 -0.48
O -2.0739 -0.2337 0.8105 0.97 -0.72 -0.20
H 0.5843 0.8528 -1.9073 0.17 0.08 0.02
H 1.1144 2.2069 -0.8771 0.06 -0.09 -0.11
H -0.4626 2.2513 -1.6913 -0.02 0.15 -0.01
H 0.7822 1.9149 1.4855 0.05 0.20 -0.01
H -0.7564 2.7196 1.0644 -0.04 0.07 0.12
H -0.7411 1.2014 2.0034 -0.13 0.11 -0.08
H -1.9096 0.2682 -2.1386 -0.02 0.15 0.12
H -2.3698 -1.2963 -1.4449 0.00 0.03 0.04
H -0.7018 -1.0173 -1.9555 -0.05 0.03 -0.10
N -0.2389 -2.4522 1.2890 -0.62 -0.18 0.99
N 2.4387 -0.6003 -0.0907 -0.67 0.74 0.09
C 1.4130 -0.9575 0.7478 -0.65 -2.63 -0.11
N 0.4506 -1.7215 0.3310 2.46 0.53 -0.01
H -0.6382 -1.8603 2.0227 0.04 -0.08 -0.24
H -1.0227 -2.9052 0.8322 0.07 0.22 0.00
H 2.4031 -1.0233 -1.0066 0.37 0.05 0.21
H 3.3107 -0.3151 0.3275 -0.22 -0.07 -0.36
H 1.5621 -0.7304 1.8071 -0.01 0.07 -0.07
```
Positions in Å, forces in eV/Å.

2S+1	1
calculated total energy	-13418.3625	eV
HOMO-LUMO gap	8.281	eV
LUMO level	0.834	eV
SMILES string	CC(=O)N(C)C.N/C=N/N
E_HOMO	-7.447	eV
relative energy (zero: lowest compared OMol25 entry of this formula, charge and spin)	51.3	kcal per mole